1.
The following is a DFT calculation (ωB97M-V with the def2-TZVPD basis set) of a cluster of 3 separate species, C34H63B2Cl2O15P2 in total at a distorted geometry.

As for the relative energy (zero: lowest compared OMol25 entry of this formula, charge and spin): 974.8 kJ/mol. For the highest occupied orbital energy, the calculation gives -4.585 eV. The net charge is -1.

Last column: Mulliken charge in e.
Positions of all 118 atoms, in Å:
C (-2.93, -7.50, -3.61)  -0.550
O (-1.68, -8.28, -3.51)  -0.367
C (-0.49, -7.43, -3.71)  -0.394
C (0.09, -7.00, -2.24)  -0.350
C (1.72, -7.16, -2.06)  -0.536
C (2.47, -5.68, -1.92)  -0.582
C (2.49, -5.10, -0.38)  -0.225
C (3.75, -4.06, -0.08)  -0.581
C (3.53, -3.31, 1.35)  -0.353
B (2.71, -1.88, 1.28)  0.004
B (1.85, -1.47, -0.06)  1.169
O (0.37, -1.59, -0.10)  -0.602
O (2.50, -0.94, -1.30)  -0.660
C (2.53, 0.53, -1.30)  -0.141
O (3.63, -0.73, 1.45)  -0.598
C (3.04, 0.22, 2.40)  -0.365
O (2.19, 1.32, 1.93)  -0.225
C (2.36, -0.76, 3.53)  0.816
C (0.90, -0.39, 4.18)  0.016
C (0.25, -1.68, 4.99)  0.289
O (0.57, -1.85, 6.30)  -0.672
C (-0.79, -2.77, 4.35)  0.276
C (-1.39, -2.76, 2.81)  0.132
C (-2.49, -3.89, 2.26)  -0.442
C (-3.06, -5.12, 3.24)  -0.385
C (-2.43, -5.17, 4.78)  -0.361
C (-1.33, -4.03, 5.31)  -0.431
C (3.57, -1.21, 4.57)  -0.132
Cl (4.23, -2.97, 4.72)  -0.173
C (4.20, -0.20, 5.48)  0.132
C (3.81, 1.38, 5.60)  -0.786
Cl (5.61, -0.78, 6.60)  -0.258
O (2.01, -1.89, 2.61)  -0.365
H (-3.82, -8.29, -3.52)  0.222
H (-3.09, -6.96, -4.64)  0.259
H (-3.08, -6.75, -2.70)  0.217
H (-0.84, -6.52, -4.38)  0.254
H (0.26, -8.07, -4.36)  0.268
H (-0.43, -7.66, -1.42)  0.283
H (-0.15, -5.84, -2.12)  0.138
H (2.15, -7.79, -2.96)  0.332
H (1.92, -7.83, -1.09)  0.283
H (3.60, -5.81, -2.28)  0.289
H (1.86, -4.92, -2.58)  0.142
H (2.71, -6.05, 0.31)  0.314
H (1.46, -4.67, -0.01)  0.087
H (4.70, -4.77, 0.05)  0.357
H (4.00, -3.36, -0.99)  0.157
H (4.60, -3.15, 1.85)  0.070
H (2.93, -4.05, 2.05)  0.027
H (0.07, -1.38, -1.03)  0.110
H (3.54, 0.86, -0.76)  0.186
H (1.67, 1.04, -0.68)  -0.158
H (2.59, 1.01, -2.38)  0.165
H (4.01, 0.79, 2.81)  0.215
H (2.03, 1.91, 2.75)  0.291
H (1.07, 0.45, 4.98)  0.256
H (0.16, 0.00, 3.33)  0.181
H (-1.08, -1.92, 2.06)  -0.031
H (-2.92, -3.82, 1.15)  0.262
H (-3.83, -5.93, 2.87)  0.273
H (-2.82, -6.03, 5.51)  0.239
H (-0.98, -4.18, 6.43)  0.281
H (4.82, 1.96, 5.86)  0.323
H (3.07, 1.64, 6.47)  0.239
H (3.40, 1.87, 4.62)  0.144
O (0.22, 2.09, -4.08)  -0.576
P (-0.12, 2.53, -5.53)  1.167
O (-0.82, 3.95, -5.04)  -0.392
C (-0.08, 4.85, -4.22)  -0.064
C (0.89, 5.67, -5.05)  -1.113
O (-1.50, 1.59, -5.61)  -0.371
C (-1.44, 0.26, -5.09)  -0.440
C (-2.09, 0.21, -3.71)  -0.782
O (-0.51, 3.01, -7.15)  -0.520
C (-1.72, 3.65, -7.49)  -0.023
C (-1.45, 5.11, -7.79)  -1.080
H (0.46, 4.32, -3.43)  0.178
H (-0.80, 5.52, -3.73)  0.268
H (1.53, 5.03, -5.66)  0.271
H (1.51, 6.29, -4.41)  0.412
H (0.34, 6.32, -5.74)  0.232
H (-0.40, -0.09, -5.05)  0.333
H (-1.97, -0.40, -5.78)  0.359
H (-1.77, 1.04, -3.07)  0.045
H (-1.87, -0.73, -3.22)  0.330
H (-3.17, 0.31, -3.81)  0.341
H (-2.50, 3.54, -6.72)  0.195
H (-2.10, 3.16, -8.40)  0.432
H (-0.37, 5.33, -7.86)  0.220
H (-1.89, 5.75, -7.02)  0.249
H (-1.91, 5.40, -8.74)  0.364
O (0.06, 4.59, 2.51)  -0.655
P (-1.26, 5.40, 2.38)  1.112
O (-2.08, 4.40, 3.43)  -0.370
C (-1.55, 4.17, 4.73)  -0.240
C (-1.87, 5.32, 5.66)  -1.026
O (-1.70, 4.67, 0.95)  -0.382
C (-0.70, 4.49, -0.04)  -0.457
C (-0.23, 3.04, -0.04)  -0.436
O (-2.73, 6.30, 2.24)  -0.519
C (-4.00, 5.69, 2.18)  -0.007
C (-4.73, 5.92, 3.49)  -1.098
H (-0.48, 3.99, 4.70)  0.302
H (-2.02, 3.25, 5.11)  0.290
H (-1.53, 6.27, 5.24)  0.266
H (-1.39, 5.17, 6.63)  0.401
H (-2.95, 5.40, 5.82)  0.202
H (0.14, 5.18, 0.12)  0.347
H (-1.13, 4.73, -1.02)  0.212
H (-0.03, 2.67, 0.97)  0.024
H (0.67, 2.93, -0.65)  0.350
H (-1.01, 2.39, -0.46)  0.205
H (-3.96, 4.62, 1.93)  0.198
H (-4.55, 6.18, 1.37)  0.437
H (-4.21, 6.64, 4.14)  0.221
H (-4.84, 4.97, 4.04)  0.254
H (-5.75, 6.29, 3.31)  0.363


2.
The following is a DFT calculation (ωB97M-V with the def2-TZVPD basis set) of a structure of composition C14H23BMgN6 at a distorted geometry.

For the highest occupied orbital energy (spin up / spin down), the calculation gives -15.704 / -15.623 eV. The net charge is +2.

Last column: natural (NBO) charge in e.
Positions of all 45 atoms, in Å:
C (-2.96, -0.77, -0.67)  0.018
N (-1.62, -0.68, -0.78)  -0.539
N (-1.29, -1.03, -2.07)  -0.348
C (-2.42, -1.37, -2.74)  0.039
C (-3.51, -1.21, -1.89)  -0.302
B (0.21, -1.12, -2.59)  0.499
N (0.99, 0.26, -2.73)  -0.355
N (1.37, 1.02, -1.65)  -0.537
C (2.06, 2.08, -2.12)  0.021
C (2.14, 2.00, -3.53)  -0.301
C (1.46, 0.84, -3.87)  0.041
Mg (0.07, 0.38, -0.14)  1.774
N (1.00, -1.99, -1.59)  -0.224
N (1.10, -1.52, -0.32)  -0.326
C (1.81, -2.41, 0.39)  0.011
C (2.18, -3.49, -0.45)  0.000
C (1.64, -3.18, -1.70)  0.082
H (2.01, -2.24, 1.44)  0.264
H (1.67, -3.71, -2.65)  0.284
H (2.76, -4.37, -0.18)  0.283
H (0.18, -1.63, -3.69)  0.019
H (1.27, 0.37, -4.83)  0.255
H (-2.36, -1.70, -3.78)  0.254
H (2.65, 2.69, -4.20)  0.274
H (-4.56, -1.40, -2.12)  0.274
H (2.45, 2.82, -1.43)  0.244
H (-3.44, -0.52, 0.27)  0.245
H (1.23, 2.15, 1.35)  0.145
C (1.13, 3.20, 1.67)  -0.845
H (1.94, 3.80, 1.23)  0.245
H (0.15, 3.60, 1.35)  0.225
H (1.20, 3.25, 2.77)  0.244
C (-2.24, 0.59, 2.50)  -0.613
C (-0.82, 0.85, 2.99)  -0.296
C (-0.66, 0.43, 4.45)  -0.595
C (0.22, 0.12, 2.10)  -0.487
H (-2.46, -0.50, 2.51)  0.213
H (-2.34, 0.99, 1.47)  0.185
H (-2.97, 1.12, 3.15)  0.254
H (-0.67, 1.94, 2.94)  0.234
H (-0.83, -0.67, 4.56)  0.219
H (0.36, 0.67, 4.81)  0.228
H (-1.39, 0.97, 5.09)  0.262
H (1.25, 0.31, 2.46)  0.224
H (0.04, -0.97, 2.22)  0.207


3.
The following is a DFT calculation (ωB97M-V with the def2-TZVPD basis set) of a cluster of 2 separate species, C9H14 in total at a distorted geometry.

As for the relative energy (zero: lowest compared OMol25 entry of this formula, charge and spin): 115.3 kJ/mol. For the highest occupied orbital energy, the calculation gives -8.986 eV. As for the SMILES: Cc1ccccc1.CC.

Last column: natural (NBO) charge in e.
Positions of all 23 atoms, in Å:
C (1.05, -1.60, 1.49)  -0.636
C (1.04, -1.46, -0.02)  -0.019
C (1.46, -0.33, -0.69)  -0.212
C (1.33, -0.25, -2.11)  -0.203
C (0.98, -1.37, -2.89)  -0.223
C (0.65, -2.52, -2.23)  -0.210
C (0.55, -2.52, -0.84)  -0.206
H (0.13, -1.32, 2.04)  0.229
H (1.72, -0.99, 1.95)  0.212
H (1.51, -2.63, 1.70)  0.219
H (1.93, 0.44, -0.03)  0.210
H (1.59, 0.69, -2.59)  0.210
H (0.88, -1.28, -3.96)  0.215
H (0.41, -3.37, -2.78)  0.208
H (0.28, -3.46, -0.37)  0.204
C (-1.73, 3.10, 0.75)  -0.627
C (-2.25, 2.39, 1.98)  -0.624
H (-0.85, 2.51, 0.26)  0.207
H (-2.39, 3.50, -0.05)  0.219
H (-1.10, 3.93, 1.12)  0.207
H (-2.91, 1.47, 1.89)  0.206
H (-1.48, 2.07, 2.73)  0.207
H (-2.78, 3.01, 2.65)  0.205


4.
The following is a DFT calculation (ωB97M-V with the def2-TZVPD basis set) of a cluster of 2 separate species, C2H8S4 in total.

As for the relative energy (zero: lowest compared OMol25 entry of this formula, charge and spin): 37.3 kJ/mol. For the highest occupied orbital energy, the calculation gives -8.253 eV. As for the SMILES: CSS.CSS.

Last column: natural (NBO) charge in e.
Positions of all 14 atoms, in Å:
C (2.82, 2.08, 0.19)  -0.742
S (3.29, 0.34, 0.01)  0.087
S (2.65, -0.09, -1.91)  -0.135
H (1.75, 2.17, 0.02)  0.219
H (3.41, 2.69, -0.47)  0.222
H (3.07, 2.32, 1.22)  0.228
H (1.47, -0.56, -1.54)  0.121
C (-2.48, 0.34, -0.75)  -0.756
S (-3.48, -0.90, 0.07)  0.092
S (-2.65, -0.63, 1.98)  -0.152
H (-2.85, 1.35, -0.59)  0.219
H (-2.46, 0.16, -1.82)  0.237
H (-1.45, 0.27, -0.38)  0.220
H (-3.47, -1.55, 2.49)  0.138


5.
The following is a DFT calculation (ωB97M-V with the def2-TZVPD basis set) of an isolated molecule of C4H6N2S2 at a distorted geometry.

As for the relative energy (zero: lowest compared OMol25 entry of this formula, charge and spin): 198.2 kJ/mol. For the highest occupied orbital energy, the calculation gives -8.752 eV. As for the SMILES: [H]/N=C(\C=C)NSC=S.

Last column: natural (NBO) charge in e.
Positions of all 14 atoms, in Å:
H (2.04, 1.93, -0.62)  0.353
N (1.28, 1.27, -0.62)  -0.702
C (1.53, 0.18, -0.01)  0.395
C (2.88, -0.20, 0.61)  -0.269
C (4.07, 0.19, 0.15)  -0.340
N (0.61, -0.80, 0.14)  -0.784
S (-0.87, -0.73, -0.72)  0.596
C (-1.76, 0.04, 0.52)  -0.502
S (-3.34, 0.43, 0.29)  0.004
H (2.82, -0.79, 1.52)  0.203
H (4.99, -0.06, 0.66)  0.206
H (4.20, 0.68, -0.82)  0.205
H (0.94, -1.67, 0.59)  0.413
H (-1.18, 0.23, 1.43)  0.221


6.
The following is a DFT calculation (ωB97M-V with the def2-TZVPD basis set) of the ion C5H12NO2 with charge -1 at a distorted geometry.

As for the relative energy (zero: lowest compared OMol25 entry of this formula, charge and spin): 438.8 kJ/mol. For the highest occupied orbital energy, the calculation gives -2.270 eV. As for the SMILES: [O-]CCNCCCO. The net charge is -1.

Last column: natural (NBO) charge in e.
Positions of all 20 atoms, in Å:
O (1.29, 2.10, -2.59)  -0.921
C (1.04, 0.91, -3.04)  0.025
C (0.53, -0.23, -1.94)  -0.281
N (0.09, 0.53, -0.67)  -0.660
C (0.14, -0.40, 0.44)  -0.194
C (-0.40, 0.32, 1.79)  -0.431
C (-0.77, -0.71, 2.83)  -0.062
O (-2.24, -0.98, 2.45)  -0.759
H (1.94, 0.50, -3.65)  0.036
H (0.36, 0.81, -3.91)  0.049
H (-0.33, -0.75, -2.36)  0.167
H (1.39, -0.87, -1.62)  0.136
H (0.75, 1.28, -0.52)  0.382
H (1.18, -0.70, 0.59)  0.150
H (-0.52, -1.35, 0.33)  0.173
H (0.36, 1.02, 2.12)  0.200
H (-1.29, 0.81, 1.49)  0.193
H (-0.76, -0.29, 3.79)  0.166
H (-0.35, -1.64, 2.71)  0.177
H (-2.41, -0.36, 1.76)  0.458


no.,calculated total energy (Ha),molecular weight (g/mol)
1,-4114.0948,866.3
2,-1100.1638,310.5
3,-351.2863,122.2
4,-1673.7241,160.4
5,-1061.8407,146.2
6,-402.8623,118.2